[1]
The following is a DFT calculation (the ωB97M-V functional and the def2-TZVPD basis) of the ion C5H14N2S with charge +1 in a non-equilibrium geometry.

DFT total energy   -706.218624 Ha
Energy above the lowest of the compared OMol25 structures with the same formula, charge and spin   58.3 kcal per mole
Multiplicity   2
HOMO energy (spin up / spin down)   -12.09 / -12.03 eV
Total charge   +1
Gap between HOMO and LUMO (spin up / spin down)   9.09 / 3.00 eV
Max |F|   0.054 hartree/bohr

Geometry as XYZ:
```
22
Properties=species:S:1:pos:R:3:forces:R:3:nbo_charge:R:1
C 0.52566 0.07059 1.13226 -0.411 2.660 -0.739 -0.240
N 0.40872 0.33475 -0.33468 -0.459 -2.641 -0.177 -0.373
C -0.13660 -0.85054 -0.99921 -0.185 -0.408 0.578 -0.245
C -0.75128 -0.58934 -2.38269 0.934 0.236 -0.932 -0.558
S -1.21119 -2.03710 -3.35637 -0.426 0.654 0.457 0.406
C 0.55931 1.44609 1.84173 0.851 -0.593 -0.667 -0.223
N 0.98659 1.25536 3.22199 -1.133 1.503 -0.100 -0.619
C 0.63874 2.48260 4.03186 1.647 -0.597 -1.046 -0.423
H 1.47480 -0.44155 1.30804 -0.413 -0.607 0.234 0.228
H -0.43756 -0.35703 1.40202 0.646 -0.838 0.384 0.223
H 1.29811 0.50436 -0.78934 0.156 0.866 0.107 0.381
H 0.68094 -1.58949 -1.06648 -0.112 0.016 -0.462 0.215
H -0.90957 -1.34061 -0.39614 0.162 0.413 0.204 0.224
H 0.03374 -0.09702 -2.99082 -0.366 0.021 0.177 0.264
H -1.62575 0.05565 -2.33927 -0.024 0.095 -0.073 0.266
H -0.37220 -2.90509 -2.80578 0.416 -0.302 0.172 0.135
H -0.44776 1.84543 1.71468 -0.054 0.047 0.727 0.203
H 1.17746 2.15228 1.25598 0.163 -0.153 0.158 0.170
H 1.99134 1.16466 3.29343 0.062 -0.260 -0.312 0.362
H 0.69521 2.11639 5.05275 -0.830 0.713 0.224 0.223
H -0.23876 2.94840 3.59384 -0.664 -0.445 0.873 0.202
H 1.38984 3.28340 3.88705 0.039 -0.382 0.215 0.180
```
Forces are in eV/Å.

***

[2]
The following is a DFT calculation (the ωB97M-V functional and the def2-TZVPD basis) of a cluster of 2 separate species, C5H14N3 in total in a non-equilibrium geometry.

DFT total energy   -362.907638 Ha
Energy above the lowest of the compared OMol25 structures with the same formula, charge and spin   44.9 kcal per mole
Multiplicity   1
HOMO energy   -13.52 eV
Total charge   +1
Gap between HOMO and LUMO   10.04 eV
Max |F|   0.057 hartree/bohr

Geometry as XYZ:
```
22
Properties=species:S:1:pos:R:3:forces:R:3:nbo_charge:R:1
C 2.00962 1.70073 -1.46919 0.161 0.908 0.636 -0.421
N 1.05144 0.65434 -1.74930 -0.141 0.505 -0.337 -0.484
C -0.21692 0.81122 -1.94780 -1.652 -0.584 0.052 0.428
N -1.05156 -0.22441 -2.18414 2.847 -0.407 0.328 -0.721
H 2.59445 1.95618 -2.35590 -0.119 -0.019 0.120 0.235
H 2.69083 1.36448 -0.66316 -0.455 0.182 -0.464 0.240
H 1.43884 2.57405 -1.10856 0.502 -0.268 -0.211 0.227
H 1.44583 -0.25333 -1.80404 0.130 -1.042 -0.010 0.415
H -0.67072 1.81838 -1.95070 0.491 -0.575 0.197 0.236
H -0.61936 -1.15933 -2.03891 -0.767 0.911 -0.273 0.406
H -1.99787 -0.16858 -1.90552 -1.026 0.345 0.068 0.435
C -1.48422 -2.06324 1.62044 0.444 -0.733 0.784 -0.613
C -0.20988 -1.21323 1.55457 -0.393 -0.920 -0.921 -0.252
C -0.01896 1.05880 1.91297 -2.187 -0.633 -1.069 -0.074
N -0.51149 0.13090 1.14405 1.411 2.228 1.235 -0.435
H -1.14884 -2.95943 2.17065 -0.473 0.046 -0.299 0.226
H -2.26504 -1.60427 2.23707 0.151 0.058 -0.274 0.224
H -1.89670 -2.40188 0.66018 0.174 0.374 0.196 0.203
H 0.44174 -1.68624 0.78279 -0.130 0.316 0.518 0.180
H 0.28884 -1.25664 2.52454 0.182 0.044 -0.003 0.186
H 0.50805 0.81272 2.85350 -0.016 0.277 -0.492 0.173
H -0.37807 2.10878 1.71646 0.863 -1.012 0.216 0.187
```
Forces are in eV/Å.

***

[3]
The following is a DFT calculation (the ωB97M-V functional and the def2-TZVPD basis) of a structure of composition C5H14N3 in a non-equilibrium geometry.

DFT total energy   -362.716535 Ha
Energy above the lowest of the compared OMol25 structures with the same formula, charge and spin   42.7 kcal per mole
Multiplicity   3
HOMO energy (spin up / spin down)   -10.98 / -14.30 eV
Total charge   +1
Gap between HOMO and LUMO (spin up / spin down)   7.68 / 8.56 eV
Max |F|   0.097 hartree/bohr

Geometry as XYZ:
```
22
Properties=species:S:1:pos:R:3:forces:R:3:nbo_charge:R:1
C -1.69073 -0.36584 0.56836 -0.442 -0.643 -0.195 0.234
C -2.83453 -1.21248 0.89130 -0.825 -3.389 -3.580 -0.677
C -2.11199 1.08356 -1.53419 0.672 -2.058 -0.932 -0.614
C -1.90973 0.99603 -0.02941 1.187 0.510 1.207 -0.447
C 1.20000 0.13472 0.45429 2.288 1.370 -0.240 0.320
N -0.59380 -0.79379 0.89312 0.323 -0.234 0.442 -0.201
N 2.11511 -0.70754 0.48886 -0.664 -2.741 0.544 -0.710
N 4.38399 0.04622 -0.16986 1.568 -0.501 0.355 -1.026
H -2.50800 -2.29207 0.60192 -0.596 1.604 0.822 0.243
H -3.66520 -1.05087 0.15685 0.234 0.263 1.222 0.241
H -3.03518 -1.21619 1.91624 -0.848 0.252 1.436 0.256
H -1.18750 1.43267 -2.06581 -0.827 -0.380 0.562 0.225
H -2.92217 1.73180 -1.80871 -0.344 0.309 -0.037 0.240
H -2.35633 0.02348 -1.93743 0.325 1.780 0.449 0.218
H -2.74783 1.26748 0.59893 -0.501 0.830 -0.330 0.241
H -1.03439 1.54798 0.35999 -0.558 0.394 -0.580 0.220
H 1.59911 1.16519 0.33053 -0.702 0.095 -0.178 0.166
H 3.14377 -0.41933 0.15890 0.353 0.176 0.081 0.414
H 1.99247 -1.73412 0.70386 -0.525 1.389 -0.384 0.421
H 4.32771 1.05031 -0.38049 0.664 -0.669 0.064 0.415
H 4.94868 -0.17664 0.66666 -0.406 0.954 -0.248 0.408
H 4.88652 -0.51057 -0.86389 -0.374 0.690 -0.481 0.413
```
Forces are in eV/Å.

***

[4]
The following is a DFT calculation (the ωB97M-V functional and the def2-TZVPD basis) of a cluster of 3 separate species, C5H14N3 in total in a non-equilibrium geometry.

DFT total energy   -362.218914 Ha
Energy above the lowest of the compared OMol25 structures with the same formula, charge and spin   198.2 kcal per mole
Multiplicity   2
HOMO energy (spin up / spin down)   -17.97 / -17.94 eV
Total charge   +2
Gap between HOMO and LUMO (spin up / spin down)   6.14 / 6.05 eV
Max |F|   0.170 hartree/bohr

Geometry as XYZ:
```
22
Properties=species:S:1:pos:R:3:forces:R:3:nbo_charge:R:1
C -1.74228 -2.47974 1.72045 -0.920 -1.367 -2.411 -0.733
C -1.87254 -1.32807 0.79098 1.899 0.016 2.316 0.120
C -1.87084 -1.44249 -0.59032 -1.532 -0.690 0.069 -0.067
C 0.97966 1.26304 0.32669 2.992 0.101 -8.240 -0.031
N 2.42629 1.54787 -2.88979 -2.717 -1.355 1.713 -0.402
C 1.41597 1.39516 -2.07396 1.558 2.550 -4.946 0.197
N 1.37593 0.60168 -0.97962 -0.392 0.318 7.211 -0.409
N -0.60425 0.55069 2.65791 0.959 0.654 -1.723 -1.015
H -2.55688 -2.93224 2.31329 -0.396 0.792 -0.055 0.357
H -0.91414 -2.45030 2.39162 0.633 0.794 0.613 0.296
H -1.61406 -3.34402 1.01899 0.140 0.253 0.465 0.270
H -1.49158 -0.35276 1.20429 -0.854 -0.915 -0.075 0.257
H -1.96455 -2.45193 -1.01008 0.351 0.587 -0.437 0.243
H -1.95964 -0.51104 -1.12399 0.062 -0.171 -0.704 0.221
H 1.91598 1.49988 0.83639 -0.378 -1.152 1.565 0.294
H 0.48858 2.15203 -0.10873 -0.697 -0.309 1.373 0.238
H 3.12713 0.80416 -2.95857 0.239 0.156 0.439 0.380
H 0.59404 2.08531 -2.22255 -0.153 0.156 0.365 0.216
H 2.04542 -0.16538 -0.94270 0.154 -0.016 0.213 0.446
H 0.09749 0.85892 1.84657 -1.571 -0.615 2.517 0.309
H -0.11632 0.45362 3.54490 0.372 0.114 -0.207 0.415
H -1.28204 1.30414 2.78089 0.251 0.099 -0.064 0.399
```
Forces are in eV/Å.

***

[5]
The following is a DFT calculation (the ωB97M-V functional and the def2-TZVPD basis) of a cluster of 2 separate species, C5H14N3O in total in a non-equilibrium geometry.

DFT total energy   -437.960484 Ha
Energy above the lowest of the compared OMol25 structures with the same formula, charge and spin   159.0 kcal per mole
Multiplicity   1
HOMO energy   -12.14 eV
Total charge   +1
Gap between HOMO and LUMO   9.51 eV
Max |F|   0.094 hartree/bohr

Geometry as XYZ:
```
23
Properties=species:S:1:pos:R:3:forces:R:3:nbo_charge:R:1
C 1.37967 3.29610 1.69825 -0.889 -0.273 0.230 0.744
C 2.51167 3.82211 1.69225 2.339 3.543 -2.319 -0.724
C -0.26856 -2.37449 0.02429 -3.029 1.729 2.919 -0.434
C -1.89319 -1.03183 -1.17420 -0.076 -0.706 -0.689 -0.445
C 0.65420 -1.41957 -1.87182 -4.383 -0.451 0.216 -0.362
N -0.69247 0.63247 0.95879 1.978 -1.985 -0.850 -0.530
N -0.00978 0.12502 -0.17223 2.739 0.226 -1.920 -0.494
N -0.44217 -1.12861 -0.79176 0.153 -0.663 1.375 -0.089
O 0.32857 2.81910 1.73738 -1.529 -0.306 0.223 -0.535
H 2.74849 4.69691 1.00064 -0.599 -1.479 0.703 0.302
H -0.08135 1.41637 1.26701 -0.448 0.128 -0.357 0.463
H 3.22026 3.70913 2.43434 1.193 -0.649 1.503 0.285
H -0.86602 -2.09109 0.94694 0.512 -1.232 -0.797 0.186
H -0.57471 -3.29227 -0.40542 -1.422 -0.467 -0.941 0.233
H 0.66147 -2.68413 0.35043 2.632 0.766 0.400 0.240
H -2.18519 -0.01424 -1.45687 0.404 -0.215 0.294 0.242
H -1.95772 -1.64472 -2.04075 -0.439 -0.433 -1.010 0.228
H -2.61569 -1.51272 -0.47346 0.973 0.633 0.042 0.236
H 0.46611 -0.71274 -2.59609 -0.368 1.350 -2.123 0.220
H 1.48516 -1.07038 -1.38496 2.512 -0.329 1.180 0.253
H 0.40222 -2.44950 -2.22408 1.112 0.887 0.352 0.225
H -1.59111 0.92245 0.79017 -3.082 1.270 -0.421 0.378
H -0.67984 -0.01337 1.69115 -0.287 -1.346 1.989 0.380
```
Forces are in eV/Å.

***

> Among the records above, which one has the highest energy above the lowest of the compared OMol25 structures with the same formula, charge and spin?

number 4